# 1
{
  "formula": "C31H44FO19Pb",
  "method": "the ωB97M-V functional and the def2-TZVPD basis",
  "elements": ["Pb", "C", "O", "H", "H", "H", "C", "C", "C", "O", "C", "O", "O", "H", "H", "H", "H", "H", "H", "C", "C", "C", "O", "C", "O", "O", "H", "H", "H", "H", "H", "H", "C", "C", "C", "O", "C", "O", "O", "H", "H", "H", "H", "H", "H", "C", "C", "C", "O", "C", "O", "O", "H", "H", "H", "H", "H", "H", "C", "C", "C", "O", "C", "O", "O", "H", "H", "H", "H", "H", "H", "C", "C", "C", "O", "C", "O", "O", "H", "H", "H", "H", "H", "H", "F", "C", "C", "C", "C", "C", "C", "H", "H", "H", "H", "H"],
  "coordinates": [[-33.12, -0.90, 15.46], [-30.93, 1.98, 16.63], [-32.00, 1.01, 16.70], [-30.62, 2.26, 17.64], [-30.04, 1.67, 16.09], [-31.37, 2.86, 16.17], [-34.83, 5.95, 13.51], [-35.19, 4.47, 13.24], [-34.77, 3.84, 11.94], [-34.64, 2.52, 12.43], [-34.46, 2.48, 13.74], [-34.11, 1.42, 14.29], [-34.72, 3.68, 14.28], [-35.53, 6.40, 14.22], [-35.08, 6.55, 12.63], [-33.79, 6.05, 13.80], [-36.28, 4.45, 13.19], [-33.79, 4.09, 11.54], [-35.54, 3.88, 11.17], [-39.28, -1.84, 18.33], [-38.49, -0.66, 17.77], [-37.96, 0.36, 18.79], [-36.54, 0.36, 18.45], [-36.29, -0.48, 17.53], [-35.18, -0.49, 17.02], [-37.36, -1.22, 17.19], [-40.19, -1.58, 18.86], [-38.66, -2.32, 19.09], [-39.56, -2.47, 17.49], [-39.10, -0.24, 16.97], [-38.04, -0.02, 19.81], [-38.45, 1.32, 18.63], [-28.11, -0.33, 11.28], [-28.85, 0.88, 11.69], [-29.91, 1.30, 10.73], [-31.11, 0.95, 11.38], [-30.99, 0.45, 12.61], [-31.81, -0.22, 13.22], [-29.61, 0.59, 12.90], [-27.49, -0.15, 10.40], [-28.76, -1.19, 11.12], [-27.61, -0.65, 12.19], [-28.21, 1.76, 11.75], [-29.80, 0.80, 9.77], [-29.87, 2.38, 10.53], [-38.27, -3.65, 12.94], [-38.13, -2.14, 12.47], [-38.60, -1.09, 13.37], [-37.53, -0.88, 14.24], [-36.41, -1.30, 13.63], [-35.22, -1.08, 13.99], [-36.73, -1.91, 12.43], [-37.45, -4.03, 13.55], [-38.22, -4.22, 12.02], [-39.18, -3.86, 13.51], [-38.63, -2.00, 11.51], [-39.43, -1.35, 14.03], [-38.77, -0.12, 12.89], [-31.27, -2.93, 9.83], [-32.24, -3.79, 10.57], [-31.56, -4.83, 11.34], [-31.83, -4.51, 12.70], [-32.60, -3.52, 12.77], [-32.98, -2.93, 13.81], [-32.90, -3.10, 11.57], [-30.39, -2.65, 10.41], [-31.65, -2.01, 9.39], [-30.80, -3.51, 9.05], [-32.84, -4.37, 9.87], [-30.48, -4.79, 11.15], [-32.01, -5.80, 11.18], [-26.47, -3.47, 15.39], [-27.63, -2.60, 14.73], [-28.51, -3.37, 13.74], [-29.78, -2.85, 14.05], [-29.79, -2.38, 15.22], [-30.80, -2.13, 15.82], [-28.52, -2.24, 15.73], [-25.74, -2.77, 15.80], [-25.97, -3.98, 14.57], [-26.89, -4.10, 16.17], [-27.17, -1.71, 14.31], [-28.33, -4.43, 13.90], [-28.13, -3.19, 12.74], [-32.74, -1.99, 17.58], [-32.22, -2.22, 18.79], [-31.17, -1.41, 19.29], [-30.69, -1.81, 20.55], [-31.10, -2.94, 21.24], [-32.14, -3.70, 20.71], [-32.62, -3.41, 19.41], [-30.73, -0.57, 18.78], [-29.88, -1.28, 21.02], [-30.67, -3.03, 22.22], [-32.50, -4.58, 21.23], [-33.33, -4.05, 18.89]],
  "lowdin_charge": [1.73, -0.29, -0.53, 0.05, 0.04, 0.04, 0.00, -0.36, -0.08, 0.07, -0.49, 0.03, 0.13, 0.08, 0.08, 0.09, 0.15, 0.14, 0.14, -0.02, -0.34, 0.00, 0.14, -0.58, 0.03, 0.09, 0.09, 0.10, 0.09, 0.15, 0.14, 0.14, -0.02, -0.33, -0.10, 0.08, -0.42, 0.05, 0.06, 0.11, 0.07, 0.08, 0.16, 0.14, 0.14, 0.01, -0.29, -0.13, 0.08, -0.42, -0.04, 0.08, 0.09, 0.08, 0.08, 0.16, 0.15, 0.15, -0.01, -0.35, -0.08, 0.14, -0.57, -0.03, 0.15, 0.07, 0.10, 0.10, 0.16, 0.14, 0.15, 0.01, -0.33, -0.07, 0.12, -0.55, 0.06, 0.11, 0.08, 0.08, 0.09, 0.14, 0.14, 0.13, -0.09, -0.26, 0.03, -0.09, -0.10, -0.08, 0.00, 0.11, 0.10, 0.10, 0.10, 0.11],
  "total_charge": 1,
  "relative_energy_kj_mol": 99.4,
  "gap_ev": 6.766,
  "total_energy_ha": -2929.6786,
  "e_lumo_ev": -1.503
}

# 2
{
  "formula": "C31H44N7O3PS2Sr",
  "method": "the ωB97M-V functional and the def2-TZVPD basis",
  "elements": ["Sr", "N", "C", "C", "N", "C", "C", "N", "C", "C", "N", "H", "H", "H", "H", "H", "H", "C", "C", "S", "C", "C", "S", "H", "H", "H", "H", "H", "H", "O", "C", "C", "C", "C", "N", "C", "C", "C", "C", "C", "C", "O", "C", "C", "N", "H", "H", "H", "H", "H", "H", "H", "H", "H", "H", "H", "H", "C", "P", "C", "C", "H", "H", "H", "H", "H", "H", "H", "H", "H", "O", "C", "C", "C", "C", "C", "C", "N", "H", "H", "H", "H", "H", "H", "H", "H", "H", "H", "H"],
  "coordinates": [[0.24, 1.42, -0.24], [2.84, 3.08, 3.01], [3.84, 2.18, 2.79], [3.50, 1.58, 1.61], [2.36, 2.13, 1.08], [1.95, 3.05, 1.98], [0.75, 3.90, 1.81], [-0.08, 3.82, 0.76], [-1.16, 4.61, 1.03], [-1.00, 5.19, 2.25], [0.21, 4.78, 2.73], [2.84, 3.76, 3.76], [4.72, 2.00, 3.38], [4.09, 0.81, 1.09], [-1.97, 4.68, 0.34], [-1.71, 5.78, 2.80], [0.66, 5.12, 3.59], [-2.91, -0.02, -4.68], [-2.05, 0.77, -3.74], [-2.51, 1.08, -2.13], [-0.87, 1.45, -4.23], [-0.41, 1.12, -5.62], [-0.04, 2.60, -3.26], [-3.76, -0.43, -4.17], [-2.32, -0.82, -5.13], [-3.29, 0.64, -5.47], [-1.00, 1.65, -6.38], [-0.48, 0.04, -5.79], [0.65, 1.42, -5.74], [3.30, -4.46, 3.38], [3.20, -3.26, 4.17], [2.28, -2.38, 3.36], [1.86, -1.14, 3.84], [1.05, -0.34, 3.04], [0.67, -0.64, 1.79], [1.01, -1.90, 1.34], [1.83, -2.77, 2.10], [0.37, -2.38, 0.13], [0.24, -3.78, 0.00], [-0.46, -4.30, -1.10], [-0.64, -5.81, -1.18], [0.59, -6.54, -1.06], [-0.92, -3.40, -2.08], [-0.70, -2.05, -1.88], [-0.08, -1.51, -0.79], [3.84, -5.15, 3.83], [4.18, -2.76, 4.28], [2.77, -3.41, 5.19], [2.16, -0.78, 4.81], [0.70, 0.62, 3.42], [2.10, -3.72, 1.69], [0.77, -4.42, 0.69], [-1.20, -6.12, -2.08], [-1.23, -6.14, -0.29], [1.03, -6.58, -1.93], [-1.50, -3.71, -2.97], [-1.07, -1.31, -2.60], [5.10, 2.04, -1.42], [3.31, 2.22, -1.88], [3.17, 4.01, -2.29], [3.50, 1.55, -3.58], [5.71, 2.46, -2.23], [5.34, 0.99, -1.26], [5.33, 2.58, -0.50], [4.01, 4.23, -2.93], [3.26, 4.55, -1.33], [2.21, 4.24, -2.80], [4.32, 2.08, -4.12], [2.55, 1.70, -4.12], [3.76, 0.50, -3.52], [-1.94, 1.31, 1.05], [-2.88, 0.56, 1.42], [-4.32, 1.06, 1.60], [-5.50, 0.25, 1.01], [-5.10, -1.00, 0.19], [-4.61, -2.14, 1.14], [-3.71, -1.62, 2.28], [-2.66, -0.72, 1.85], [-4.30, 2.06, 1.14], [-4.47, 1.23, 2.70], [-6.01, 0.90, 0.31], [-6.17, -0.05, 1.81], [-4.31, -0.73, -0.51], [-5.97, -1.32, -0.37], [-4.08, -2.93, 0.55], [-5.47, -2.62, 1.62], [-3.25, -2.49, 2.80], [-4.32, -1.12, 3.04], [-1.70, -1.03, 1.76]],
  "lowdin_charge": [1.12, 0.10, -0.08, -0.17, -0.04, -0.26, -0.24, 0.02, -0.10, -0.09, 0.10, 0.16, 0.12, 0.12, 0.12, 0.12, 0.17, -0.17, -0.92, 0.39, -0.88, -0.18, 0.35, 0.04, 0.05, 0.07, 0.07, 0.06, 0.04, -0.08, -0.18, -0.17, -0.02, -0.14, 0.06, -0.18, 0.06, -0.24, 0.04, -0.17, -0.20, -0.07, 0.01, -0.09, 0.10, 0.11, 0.13, 0.14, 0.11, 0.12, 0.10, 0.11, 0.12, 0.13, 0.10, 0.12, 0.08, -0.32, 0.74, -0.31, -0.32, 0.03, 0.02, 0.02, 0.03, 0.03, 0.00, 0.04, -0.01, 0.03, -0.18, -0.44, -0.10, -0.18, -0.18, -0.18, -0.19, 0.09, 0.12, 0.13, 0.11, 0.10, 0.06, 0.10, 0.11, 0.10, 0.13, 0.11, 0.11],
  "total_charge": 0,
  "relative_energy_kj_mol": 0.0,
  "gap_ev": 3.057,
  "total_energy_ha": -2985.1765,
  "e_lumo_ev": -0.497
}